No. 1
9
Properties=species:S:1:pos:R:3:forces:R:3 method="wB97M-V/def2-TZVPD" de_lowest_kj_mol=497.70 total_energy_ha=-1095.91048 homo_ev="-2.7 / -2.7" total_charge=-1 e_lumo_ev="3.05 / 3.05"
C 1.3511 0.2523 0.0722 -0.072 -1.336 0.164
C 0.4348 1.1731 -0.0676 -0.103 1.053 -0.252
C -1.6005 -0.4778 0.1641 0.075 -0.844 -0.405
N -0.9091 -1.2955 -0.3897 0.330 1.177 0.316
N 0.2165 -1.6337 -0.8872 0.275 -1.323 -1.423
O 1.3085 -1.1124 -0.1475 0.338 0.648 0.754
S -0.2458 2.5819 -0.3357 0.003 -0.327 0.086
S -2.8420 0.0372 1.0206 -0.766 0.631 0.800
H 2.2866 0.4749 0.5708 -0.079 0.320 -0.041

---

No. 2
9
Properties=species:S:1:pos:R:3:forces:R:3 method="wB97M-V/def2-TZVPD" de_lowest_kj_mol=614.90 total_energy_ha=-429.41827 homo_ev=-12.5 e_lumo_ev=-2.80
C -0.2410 1.1009 0.9422 -0.739 1.330 2.262
C -1.5914 -0.7767 -0.6231 6.139 4.195 1.521
C 0.0749 0.3881 -0.2367 -4.726 -3.115 1.581
N -0.4479 1.7412 1.8838 0.210 -0.762 -1.075
N -2.4429 -1.2923 -1.1541 -2.357 -1.477 -1.133
N 1.1596 -0.5035 0.0001 3.114 -2.679 -0.244
O 2.2876 -0.1190 -0.3301 -1.683 0.371 0.239
O 0.9286 -1.5839 0.4895 -0.255 0.455 0.077
H 0.2726 1.0452 -0.9717 0.297 1.681 -3.228

---

No. 3
8
Properties=species:S:1:pos:R:3:forces:R:3 method="wB97M-V/def2-TZVPD" de_lowest_kj_mol=180.61 total_energy_ha=-333.82334 homo_ev=-3.1 total_charge=-1 e_lumo_ev=4.04
C 1.1551 -0.8352 -1.2216 -0.357 1.007 1.483
C 0.6783 -0.3766 -0.1934 1.215 -0.687 -0.528
C 1.0576 -0.0188 1.1104 0.268 0.297 1.002
N -1.5396 -0.2981 -0.3034 0.303 -1.527 -1.007
N 1.5517 0.2363 2.1335 -0.843 -0.256 -1.154
N -1.9984 0.7047 0.0660 -0.348 0.753 1.555
N -2.4203 1.6549 0.5725 -0.394 0.915 -0.255
H 1.5156 -1.0673 -2.1640 0.156 -0.504 -1.096

---

No. 4
6
Properties=species:S:1:pos:R:3:forces:R:3 method="wB97M-V/def2-TZVPD" de_lowest_kj_mol=603.49 total_energy_ha=-244.63116 homo_ev="-9.4 / -9.4" e_lumo_ev="-2.02 / -2.02"
C -1.3720 -0.4409 -0.0241 8.938 4.226 -0.362
C -2.4056 -1.0063 0.0319 -5.912 -3.216 0.325
C 1.3603 0.0769 -0.0038 1.136 -1.596 0.087
N 0.1931 0.4307 -0.0369 -4.249 -0.430 0.007
O 2.3928 -0.4285 0.0223 -0.389 0.613 -0.039
H -0.1687 1.3681 0.0105 0.477 0.403 -0.017

---

No. 5
7
Properties=species:S:1:pos:R:3:forces:R:3 method="wB97M-V/def2-TZVPD" de_lowest_kj_mol=7.32 total_energy_ha=-320.09649 homo_ev=-11.2 smiles="N#CC(=O)C=O" e_lumo_ev=-1.88
N -1.6252 -1.2273 1.4687 0.614 -0.077 -0.664
C -0.7100 -0.9546 0.8195 -0.772 0.016 0.877
C 0.4714 -0.2794 0.2682 0.706 0.039 0.491
O 1.5593 -0.3721 0.7814 -0.683 -0.018 -0.568
C 0.1791 0.6997 -0.8647 -0.423 0.262 -0.195
O -0.9424 0.8847 -1.2531 0.611 -0.150 0.118
H 1.0678 1.2490 -1.2199 -0.054 -0.072 -0.059

---

No. 6
8
Properties=species:S:1:pos:R:3:forces:R:3 method="wB97M-V/def2-TZVPD" de_lowest_kj_mol=233.43 total_energy_ha=-718.22998 homo_ev=-9.7 smiles="O=C1ON=CC1=S" e_lumo_ev=-2.35
O 1.5572 -1.1285 1.4454 0.429 0.613 0.087
C 0.8090 -0.7250 0.6243 0.630 2.207 -0.072
O 0.0218 -1.5216 -0.0663 0.513 -3.426 0.141
N -0.9371 -0.8865 -0.7095 -3.077 0.456 -1.162
C -0.9267 0.3713 -0.4527 -1.905 -0.677 -3.504
C 0.3185 0.6783 0.0768 1.227 1.464 2.777
S 0.7871 2.2042 0.1689 1.115 0.123 0.278
H -1.6298 1.0077 -1.0870 1.068 -0.759 1.456

---

No. 7
9
Properties=species:S:1:pos:R:3:forces:R:3 method="wB97M-V/def2-TZVPD" de_lowest_kj_mol=239.39 total_energy_ha=-793.48356 homo_ev=2.0 total_charge=-2 e_lumo_ev=6.51
H -2.4299 -0.0915 0.3667 0.225 0.217 -0.255
N -1.4780 0.1635 0.6606 -0.985 -0.798 0.914
C -0.9641 0.9939 -0.1735 0.619 0.391 0.399
O -1.3863 1.5892 -1.1665 -0.466 0.518 -0.897
S 0.8098 1.3876 0.3518 0.532 -0.307 -0.295
C 1.6632 -0.3151 0.1951 -0.208 1.484 0.823
O 2.8149 -0.4663 0.6971 0.822 0.077 -0.015
C 0.7425 -1.2319 -0.0821 -0.772 -2.030 -1.186
O 0.2279 -2.0293 -0.8492 0.233 0.448 0.512

---

No. 8
9
Properties=species:S:1:pos:R:3:forces:R:3 method="wB97M-V/def2-TZVPD" de_lowest_kj_mol=460.51 total_energy_ha=-793.39935 homo_ev="2.0 / 1.5" total_charge=-2 e_lumo_ev="6.46 / 6.47"
C 2.2855 -1.3098 -0.1557 0.668 -0.873 1.226
C 1.4281 0.8365 -0.1565 1.953 0.685 -1.099
C -1.4685 0.9752 0.0057 0.708 0.370 -0.041
N -2.3204 0.3328 0.7314 0.281 -0.517 0.974
O 1.4240 -1.1577 -0.9841 0.295 -1.508 -0.543
O 3.0008 -2.1938 0.3882 -1.251 1.878 -1.149
O -1.4034 1.6006 -1.0447 -0.824 0.061 -0.652
S 0.2467 0.8205 0.9164 -1.215 -0.517 2.023
H -3.1927 0.0957 0.2993 -0.615 0.420 -0.740

---

No. 9
7
Properties=species:S:1:pos:R:3:forces:R:3 method="wB97M-V/def2-TZVPD" de_lowest_kj_mol=17.88 total_energy_ha=-643.03395 homo_ev=-10.5 smiles="N#CC(=S)C=O" e_lumo_ev=-2.76
N 1.8308 -0.8844 -1.5250 -0.615 0.398 0.319
C 1.1006 -0.2959 -0.8516 0.541 0.253 0.677
C 0.2856 0.4699 0.1186 0.630 0.054 -2.184
S 0.5611 2.0133 0.4939 0.059 -0.517 0.149
C -0.9711 -0.2254 0.4541 -0.849 -2.751 1.061
O -1.2386 -1.3693 0.0933 0.543 2.344 0.230
H -1.5683 0.2918 1.2166 -0.309 0.220 -0.252

---

No. 10
8
Properties=species:S:1:pos:R:3:forces:R:3 method="wB97M-V/def2-TZVPD" de_lowest_kj_mol=66.99 total_energy_ha=-1041.24644 homo_ev=-9.3 smiles="O=C1N=CC(=S)S1" e_lumo_ev=-1.85
O -2.2750 -1.3906 0.6102 -1.978 -1.703 0.909
C -1.2993 -0.8477 0.3885 4.037 3.963 -1.565
N -0.1651 -0.3901 1.2088 -1.896 -1.962 0.981
C 0.7398 0.2345 0.6235 -0.638 1.175 -1.661
C 0.5775 0.5227 -0.9064 2.707 0.169 0.558
S 1.9101 1.0284 -1.7900 -1.756 -0.396 1.073
S -0.9696 0.0991 -1.3654 -0.947 -0.966 0.112
H 1.4816 0.7437 1.2309 0.470 -0.279 -0.408

---

No. 11
8
Properties=species:S:1:pos:R:3:forces:R:3 method="wB97M-V/def2-TZVPD" de_lowest_kj_mol=9.98 total_energy_ha=-1041.26815 homo_ev=-9.7 smiles="O=C1N=CC(=S)S1" e_lumo_ev=-2.12
O 1.3045 1.8189 1.5220 -0.170 -0.545 -0.712
C 0.8159 1.0010 0.8136 -0.144 -0.045 0.197
N 0.0991 -0.1780 1.2854 0.774 1.343 0.284
C -0.4672 -0.7499 0.3276 -1.130 -1.665 -0.218
C -0.2961 -0.3125 -1.0764 -0.194 0.406 -0.896
S -1.0846 -1.0506 -2.3069 0.728 0.602 0.788
S 0.7592 1.0941 -1.0645 -0.380 -0.634 0.688
H -1.1308 -1.6230 0.4993 0.516 0.537 -0.130

---

No. 12
9
Properties=species:S:1:pos:R:3:forces:R:3 method="wB97M-V/def2-TZVPD" de_lowest_kj_mol=376.65 total_energy_ha=-1439.36079 homo_ev=1.0 total_charge=-2 e_lumo_ev=5.59
C 2.1772 0.8802 0.5225 -0.043 -0.550 0.147
C 2.8549 -0.2141 0.7070 -0.794 -0.883 -0.440
C 0.7835 0.9456 0.2018 -0.495 -0.533 -0.764
N 0.2924 -0.2042 -0.2879 1.455 -0.346 1.355
O 0.9423 -1.3797 -0.0504 0.007 0.437 -0.558
S 3.3389 2.1008 0.8487 0.931 1.698 0.296
S 3.7790 -1.4566 0.9694 1.162 -0.852 0.384
S -0.0716 2.3825 0.4134 -0.857 0.312 -0.238
H -0.6732 -0.3913 -0.3346 -1.366 0.718 -0.182